{"formula": "C40H47GeN6O5PReS3", "method": "wB97M-V/def2-TZVPD", "de_lowest_ev": 1.4353, "fmax_ev_per_a": 2.10, "total_charge": 2, "spin_multiplicity": 4, "species": ["Re", "S", "C", "C", "C", "C", "C", "C", "N", "C", "C", "C", "C", "C", "C", "C", "C", "N", "C", "C", "C", "C", "C", "S", "C", "H", "H", "H", "H", "H", "H", "H", "H", "H", "H", "H", "H", "N", "C", "C", "C", "C", "C", "C", "S", "O", "O", "N", "C", "N", "C", "C", "C", "N", "H", "H", "H", "H", "H", "H", "H", "H", "H", "C", "C", "O", "P", "O", "C", "C", "O", "C", "C", "H", "H", "H", "H", "H", "H", "H", "H", "H", "H", "H", "H", "H", "H", "H", "C", "Ge", "C", "C", "C", "H", "H", "H", "H", "H", "H", "H", "H", "H", "H", "H"], "xyz": [[-0.3303, -0.5572, 0.0108], [2.3571, 5.7317, 2.2282], [4.0597, 5.6926, 2.2456], [4.5522, 4.5311, 1.7290], [3.5321, 3.6514, 1.3150], [2.2685, 4.1544, 1.5193], [0.9974, 3.5374, 1.1843], [0.9668, 2.1791, 0.8154], [-0.1357, 1.5333, 0.4673], [-1.2982, 2.2381, 0.3997], [-1.3817, 3.5836, 0.7775], [-2.6481, 4.2451, 0.6676], [-3.7167, 3.6176, 0.1309], [-3.6209, 2.2703, -0.3463], [-4.6563, 1.6238, -1.0260], [-4.4484, 0.3572, -1.5574], [-3.2206, -0.2666, -1.2818], [-2.2485, 0.2835, -0.5576], [-2.4188, 1.5773, -0.1540], [-5.4524, -0.3375, -2.3451], [-5.4583, -1.6507, -2.7525], [-6.5951, -1.9895, -3.5141], [-7.4411, -0.9340, -3.6817], [-6.8724, 0.4778, -2.9210], [-0.2098, 4.2199, 1.2040], [4.6122, 6.5337, 2.6330], [5.6069, 4.3173, 1.6411], [3.7346, 2.6942, 0.8545], [1.8744, 1.6063, 0.8466], [-2.7164, 5.2740, 0.9967], [-4.6661, 4.1264, 0.0257], [-5.6089, 2.1219, -1.1548], [-3.0579, -1.2606, -1.6648], [-4.6850, -2.3608, -2.4871], [-6.7758, -2.9694, -3.9297], [-8.3742, -0.9157, -4.2223], [-0.2501, 5.2548, 1.5213], [4.9206, -6.6715, 0.2347], [4.2805, -5.5287, -0.1126], [4.7357, -4.7451, -1.1886], [4.1058, -3.5651, -1.5111], [2.9977, -3.1600, -0.7798], [2.5139, -3.9251, 0.2763], [3.1499, -5.0976, 0.6094], [2.2531, -1.6135, -1.1567], [3.1509, -0.7465, -1.8457], [0.9611, -1.8049, -1.8370], [1.7185, -0.9412, 0.2895], [2.6909, -0.6259, 1.2434], [3.9560, -0.9958, 1.0429], [4.8761, -0.6105, 1.9109], [4.5656, 0.1406, 3.0345], [3.2228, 0.4203, 3.2041], [2.2963, 0.0528, 2.3253], [5.7015, -7.0109, -0.2950], [4.5948, -7.2307, 0.9997], [5.5942, -5.0745, -1.7596], [4.4637, -2.9377, -2.3170], [1.6467, -3.5947, 0.8288], [2.7888, -5.6966, 1.4366], [5.8904, -0.9265, 1.6914], [5.3138, 0.4800, 3.7342], [2.8681, 0.9675, 4.0708], [-4.5870, -2.6752, 1.0968], [-3.0826, -2.8610, 1.0996], [-2.6093, -3.1461, -0.2323], [-1.1662, -2.7121, -0.8139], [-1.6116, -2.8716, -2.3282], [-1.2459, -2.1869, -3.5531], [-2.1016, -2.7524, -4.6639], [-0.2376, -3.9433, -0.4634], [-0.6905, -5.3131, -0.6851], [-0.9174, -6.0069, 0.6393], [-4.9570, -2.7409, 2.1197], [-5.0644, -3.4580, 0.5080], [-4.8728, -1.7093, 0.6856], [-2.8180, -3.7017, 1.7415], [-2.5841, -1.9650, 1.4796], [-0.1916, -2.3359, -3.7536], [-1.4367, -1.1158, -3.4330], [-1.8683, -3.8033, -4.8292], [-1.8999, -2.2066, -5.5847], [-3.1605, -2.6594, -4.4215], [0.1032, -5.8000, -1.2481], [-1.5995, -5.3090, -1.2836], [0.0011, -6.0318, 1.2255], [-1.2439, -7.0306, 0.4586], [-1.6864, -5.4965, 1.2186], [-3.2515, 0.6925, 2.8044], [-1.8834, -0.5637, 3.4682], [-0.9308, 0.2284, 4.9970], [-2.6647, -2.2749, 4.0767], [-0.4639, -0.9587, 2.1087], [-4.0143, 0.8168, 3.5730], [-3.7339, 0.3248, 1.8969], [-2.8039, 1.6681, 2.6092], [-1.6308, 0.3502, 5.8237], [-0.5062, 1.2035, 4.7574], [-0.1278, -0.4322, 5.3249], [-2.5909, -2.3164, 5.1628], [-2.1229, -3.1305, 3.6724], [-3.7158, -2.3686, 3.8038], [-0.2712, -2.0368, 2.1867], [0.4189, -0.4427, 2.4998]], "forces_ev_per_a": [[0.758, -0.013, 1.399], [-0.002, -0.228, -0.067], [-0.022, -0.017, -0.020], [0.138, 0.105, 0.072], [-0.275, -0.073, -0.045], [0.392, 0.254, 0.156], [-0.389, 0.065, -0.043], [0.089, 0.026, 0.040], [0.253, 0.314, -0.133], [-0.003, 0.223, 0.100], [-0.007, -0.324, -0.057], [-0.081, 0.076, 0.007], [-0.036, 0.094, 0.051], [0.251, -0.080, 0.035], [0.137, -0.340, -0.087], [-0.050, 0.345, 0.288], [-0.121, -0.118, 0.072], [0.041, 0.059, -0.235], [-0.229, 0.019, -0.120], [-0.413, -0.111, -0.313], [0.190, 0.158, 0.255], [-0.092, -0.040, -0.123], [-0.012, -0.024, -0.018], [0.286, -0.161, 0.097], [0.251, -0.181, 0.019], [-0.007, -0.006, 0.002], [-0.006, 0.018, 0.003], [0.004, -0.017, -0.013], [-0.027, 0.027, -0.140], [-0.038, -0.007, 0.000], [0.029, 0.043, 0.003], [0.006, 0.061, -0.015], [0.017, -0.029, 0.062], [-0.019, -0.023, -0.023], [-0.025, 0.002, 0.025], [0.006, 0.014, 0.011], [-0.017, 0.031, -0.064], [-0.044, 0.056, -0.046], [-0.019, 0.034, -0.029], [-0.002, -0.052, -0.024], [0.057, 0.113, -0.081], [-0.465, 0.565, -0.032], [0.129, -0.018, 0.045], [-0.027, 0.000, -0.015], [1.067, -0.006, 0.579], [0.098, -0.138, 0.021], [-0.642, 0.495, 0.202], [-0.298, -0.455, -1.006], [0.836, 0.256, 1.101], [-0.553, -0.230, -0.831], [0.020, 0.033, 0.142], [-0.104, -0.036, -0.062], [0.224, 0.030, 0.085], [-0.221, -0.016, -0.267], [0.027, -0.002, -0.002], [0.005, -0.050, 0.020], [0.011, 0.030, 0.005], [0.090, -0.064, 0.007], [0.114, -0.037, 0.108], [0.012, 0.017, 0.016], [-0.007, 0.040, 0.041], [0.010, -0.056, 0.016], [-0.010, 0.008, -0.013], [0.183, -0.109, -0.184], [-0.095, -0.055, 0.131], [0.166, 0.507, -0.179], [-0.999, -1.852, 0.023], [0.173, 0.262, 0.365], [-0.030, 0.083, -0.366], [0.025, -0.037, 0.199], [-0.252, 0.612, -0.007], [-0.034, -0.360, 0.096], [0.078, 0.201, -0.052], [-0.051, 0.031, -0.080], [-0.010, -0.027, 0.036], [-0.055, 0.082, -0.074], [0.085, 0.039, -0.104], [-0.071, -0.218, -0.162], [0.067, -0.010, 0.090], [0.063, -0.033, 0.097], [-0.022, -0.005, 0.000], [-0.011, 0.012, -0.010], [0.004, 0.022, -0.076], [0.025, 0.097, -0.052], [0.023, 0.066, -0.059], [0.001, -0.025, -0.001], [0.007, -0.012, 0.014], [-0.026, -0.056, -0.005], [0.175, -0.260, 0.143], [-0.085, 0.171, 0.186], [-0.108, -0.066, -0.283], [0.093, 0.222, 0.006], [-0.614, -0.010, -0.795], [-0.023, 0.006, -0.007], [-0.028, -0.001, 0.037], [-0.044, -0.008, 0.014], [0.007, 0.014, 0.010], [-0.002, 0.004, -0.029], [-0.003, -0.011, -0.006], [-0.028, 0.014, 0.014], [0.027, 0.067, 0.093], [0.073, 0.031, 0.063], [0.072, -0.017, -0.057], [-0.042, -0.030, -0.188]], "lowdin_spin": [2.495, 0.000, -0.002, 0.000, -0.002, 0.001, 0.002, 0.027, 0.023, 0.009, 0.001, -0.003, -0.001, 0.000, 0.025, 0.000, 0.026, 0.015, 0.013, 0.000, -0.003, 0.000, -0.003, 0.000, 0.021, 0.000, 0.000, 0.000, 0.001, 0.000, 0.000, 0.001, 0.001, 0.000, 0.000, 0.000, 0.001, 0.001, 0.001, 0.000, 0.002, 0.004, 0.001, 0.000, 0.019, 0.007, 0.062, 0.079, 0.001, 0.014, -0.002, 0.016, -0.002, 0.020, 0.000, 0.000, 0.000, 0.000, 0.000, 0.000, 0.000, 0.001, 0.000, 0.000, 0.001, -0.001, 0.045, -0.003, 0.000, 0.000, 0.012, 0.003, 0.000, 0.000, 0.000, 0.000, 0.000, 0.001, 0.000, 0.000, 0.000, 0.000, 0.000, 0.000, 0.000, 0.000, 0.000, 0.000, 0.001, 0.016, 0.002, 0.006, 0.013, 0.001, 0.000, 0.000, 0.000, 0.000, 0.000, 0.001, 0.000, 0.000, 0.015, 0.015]}